Entry 1:
The following is a quantum chemistry calculation of 2 unconnected molecules or ions with the total composition C6H16O2, from OMol25.

XYZ file:
```
24
Properties=species:S:1:pos:R:3
C 0.44 1.75 -1.49
C 0.61 0.27 -1.82
C -0.68 -0.69 -1.70
C -0.56 -2.03 -0.97
C -0.66 -1.98 0.58
C 0.27 -1.02 1.38
O 0.36 -1.48 2.70
H 0.14 1.78 -0.43
H 1.30 2.37 -1.76
H -0.46 2.10 -1.99
H 1.28 -0.20 -1.10
H 0.93 0.05 -2.85
H -1.50 -0.10 -1.28
H -1.08 -0.90 -2.69
H -1.27 -2.79 -1.32
H 0.44 -2.45 -1.23
H -1.61 -1.76 1.08
H -0.33 -3.00 0.84
H -0.13 -0.03 1.51
H 1.25 -1.05 0.85
H 0.45 -2.42 2.80
O 0.03 4.08 1.07
H 0.86 4.34 0.65
H 0.32 3.79 1.96
```

Values from the calculation:
Kohn-Sham gap, eV: 10.8385
Energy, eV: -10575.4833

Atomic partial charges in e from the Mulliken method, atoms 1 to 8: atom 1 (C): -1.101, atom 2 (C): -0.376, atom 3 (C): -0.853, atom 4 (C): -0.806, atom 5 (C): -0.540, atom 6 (C): -0.146, atom 7 (O): -0.546, atom 8 (H): 0.262

=====

Entry 2:
The following is a quantum chemistry calculation of 2 unconnected molecules or ions with the total composition C3H12NS, from OMol25.

XYZ file:
```
17
Properties=species:S:1:pos:R:3
C -2.28 -1.09 -0.35
N -1.76 -1.30 1.06
H -1.40 -0.98 -1.14
H -2.90 -0.18 -0.24
H -3.08 -1.86 -0.66
H -1.25 -2.18 1.06
H -1.06 -0.53 1.18
H -2.39 -1.20 1.85
C 0.48 1.88 0.33
S 0.90 0.15 0.13
C 2.10 0.21 -1.28
H 0.89 2.32 1.23
H 0.83 2.45 -0.51
H -0.63 2.14 0.28
H 1.65 -0.24 -2.14
H 3.05 -0.35 -1.06
H 2.43 1.24 -1.55
```

Values from the calculation:
Total charge: +1
Kohn-Sham gap, eV: 9.0469
Energy, eV: -15623.5622

Atomic partial charges in e from the Mulliken method, atoms 1 to 8: atom 1 (C): -0.645, atom 2 (N): -0.248, atom 3 (H): 0.250, atom 4 (H): 0.342, atom 5 (H): 0.345, atom 6 (H): 0.375, atom 7 (H): 0.115, atom 8 (H): 0.376

=====

Entry 3:
The following is a quantum chemistry calculation of C20H20F2N2O3 in the gas phase, from OMol25.

XYZ file:
```
47
Properties=species:S:1:pos:R:3
C 7.00 0.92 0.73
C 6.28 -0.20 0.01
O 6.88 -1.16 -0.43
C 4.82 -0.07 -0.13
C 4.11 -1.10 -0.77
C 2.75 -1.06 -0.91
C 1.98 0.02 -0.44
N 0.62 0.11 -0.62
C -0.08 -0.83 -1.47
C -0.58 -2.04 -0.67
N -1.42 -1.58 0.41
C -2.67 -2.08 0.53
O -3.09 -2.95 -0.21
C -3.56 -1.53 1.65
O -3.60 -0.11 1.72
C -4.02 0.61 0.64
C -3.58 1.93 0.59
C -3.93 2.77 -0.45
C -4.74 2.31 -1.47
C -5.21 1.02 -1.43
C -4.87 0.18 -0.39
F -5.40 -1.06 -0.39
C -0.76 -0.62 1.27
C -0.26 0.57 0.43
C 2.72 1.05 0.17
F 2.09 2.18 0.61
C 4.08 1.02 0.34
H 6.86 1.86 0.19
H 8.06 0.69 0.77
H 6.61 1.03 1.74
H 4.67 -1.94 -1.13
H 2.26 -1.89 -1.40
H 0.56 -1.14 -2.30
H -0.95 -0.30 -1.88
H -1.17 -2.71 -1.30
H 0.27 -2.59 -0.25
H -3.15 -1.84 2.62
H -4.55 -1.97 1.53
H -2.95 2.27 1.39
H -3.56 3.79 -0.45
H -5.01 2.96 -2.29
H -5.86 0.63 -2.20
H -1.44 -0.27 2.04
H 0.10 -1.11 1.74
H 0.24 1.28 1.09
H -1.11 1.08 -0.03
H 4.55 1.86 0.81
```

Values from the calculation:
Kohn-Sham gap, eV: 8.4780
Energy, eV: -35622.0283

Atomic partial charges in e from the Mulliken method, atoms 1 to 8: atom 1 (C): -1.388, atom 2 (C): 1.150, atom 3 (O): -0.614, atom 4 (C): 0.239, atom 5 (C): -1.522, atom 6 (C): 0.081, atom 7 (C): 0.862, atom 8 (N): 0.063

=====

Entry 4:
The following is a quantum chemistry calculation of C6H11N in the gas phase, from OMol25.

XYZ file:
```
18
Properties=species:S:1:pos:R:3
C 2.31 0.40 1.06
C 1.07 0.86 0.97
C 0.18 0.74 -0.26
C 0.64 1.28 -1.39
C -1.21 0.43 0.05
C -1.46 -1.07 0.11
N -1.20 -1.72 -1.19
H 3.30 0.95 0.87
H 2.48 -0.58 1.60
H 0.47 0.78 1.96
H 0.07 1.44 -2.29
H 1.63 1.86 -1.25
H -2.00 0.93 -0.51
H -1.27 0.62 1.21
H -2.55 -1.19 0.37
H -0.78 -1.50 0.91
H -0.15 -1.51 -1.24
H -1.52 -2.72 -0.97
```

Values from the calculation:
Kohn-Sham gap, eV: 7.4456
Energy, eV: -7885.3044

Atomic partial charges in e from the Mulliken method, atoms 1 to 8: atom 1 (C): -0.565, atom 2 (C): -0.542, atom 3 (C): 0.614, atom 4 (C): -0.788, atom 5 (C): -0.612, atom 6 (C): -0.478, atom 7 (N): -0.633, atom 8 (H): 0.232

=====

Entry 5:
The following is a quantum chemistry calculation of 2 unconnected molecules or ions with the total composition C8H16Br2Cl3NO, from OMol25.

XYZ file:
```
31
Properties=species:S:1:pos:R:3
C 1.09 -1.91 -1.60
C 1.26 -0.59 -0.64
Cl 3.11 -0.31 -0.37
C 0.68 0.81 -1.27
Cl 0.54 2.05 0.14
C -0.81 0.71 -1.93
O -1.79 0.83 -0.84
C -3.01 0.04 -1.10
C -2.72 -1.60 -0.96
N -4.00 -2.42 -1.10
Cl -2.00 -1.85 0.76
H 1.23 -1.72 -2.75
H 0.06 -2.47 -1.38
H 1.93 -2.69 -1.28
H 0.81 -0.75 0.43
H 1.39 1.30 -2.06
H -0.95 1.69 -2.60
H -0.98 -0.20 -2.65
H -3.51 0.33 -2.12
H -3.77 0.29 -0.23
H -2.01 -1.95 -1.82
H -4.32 -2.27 -2.11
H -3.68 -3.43 -1.10
Br 2.96 3.55 5.18
C 3.37 2.34 3.71
C 2.11 1.71 3.14
Br 1.45 0.29 4.30
H 4.09 1.60 4.09
H 3.86 2.96 2.96
H 2.32 1.23 2.19
H 1.30 2.43 3.01
```

Values from the calculation:
Kohn-Sham gap, eV: 10.1600
Energy, eV: -189742.7638

Atomic partial charges in e from the Mulliken method, atoms 1 to 8: atom 1 (C): -0.907, atom 2 (C): 0.046, atom 3 (Cl): -0.220, atom 4 (C): -0.233, atom 5 (Cl): -0.177, atom 6 (C): -0.395, atom 7 (O): -0.209, atom 8 (C): -0.582

=====

Entry 6:
The following is a quantum chemistry calculation of C13H18N3O4PS in the gas phase, from OMol25.

XYZ file:
```
40
Properties=species:S:1:pos:R:3
C -0.94 4.13 2.37
C -1.40 2.69 1.66
C -0.70 1.43 2.52
C 0.91 1.54 2.23
N 1.67 0.24 2.28
C 1.13 -0.82 1.36
C 0.71 -2.27 2.09
C 0.08 -3.52 1.23
C -0.12 -3.28 -0.39
P -0.92 -4.79 -1.33
O -2.21 -4.17 -2.33
O -1.70 -5.82 -0.12
S 0.37 -5.88 -2.29
C 0.31 -1.87 -1.18
N 0.08 -1.86 -2.66
C 0.56 -0.55 -3.22
C 1.20 0.68 -2.37
C 1.65 2.08 -3.16
O 0.61 2.50 -4.12
O -0.15 3.31 -3.43
N 1.39 0.65 -0.88
C 0.94 -0.66 -0.29
H 0.11 4.49 1.94
H -0.84 3.99 3.52
H -1.79 4.94 2.18
H -2.57 2.59 1.62
H -0.99 2.71 0.55
H -1.22 0.46 2.12
H -1.00 1.61 3.65
H 1.35 2.22 3.10
H 1.04 2.17 1.25
H 1.82 -0.11 3.26
H 0.85 -2.44 3.26
H -0.24 -4.54 1.74
H -1.84 -3.74 -3.18
H -2.38 -5.24 0.38
H 0.47 -0.40 -4.40
H 1.85 2.90 -2.33
H 2.65 1.87 -3.74
H -0.73 2.71 -2.86
```

Values from the calculation:
Kohn-Sham gap, eV: 6.3480
Energy, eV: -46542.5801

Atomic partial charges in e from the Mulliken method, atoms 1 to 8: atom 1 (C): -0.838, atom 2 (C): -0.339, atom 3 (C): -0.348, atom 4 (C): -0.684, atom 5 (N): -0.262, atom 6 (C): 0.156, atom 7 (C): -0.512, atom 8 (C): -0.360

=====

Entry 7:
The following is a quantum chemistry calculation of C3H7NS in the gas phase, from OMol25.

XYZ file:
```
12
Properties=species:S:1:pos:R:3
C 2.44 0.03 0.03
C 1.01 -0.57 -0.09
N 0.02 0.11 0.22
S -1.48 -0.89 0.10
C -2.59 0.41 -0.05
H 2.49 1.03 -0.19
H 2.90 -0.09 1.07
H 3.03 -0.64 -0.64
H 0.78 -1.64 -0.27
H -2.08 1.36 -0.24
H -3.18 0.58 0.88
H -3.35 0.34 -0.82
```

Values from the calculation:
Kohn-Sham gap, eV: 9.3986
Energy, eV: -15548.3535

Atomic partial charges in e from the Mulliken method, atoms 1 to 8: atom 1 (C): -0.882, atom 2 (C): 0.029, atom 3 (N): -0.367, atom 4 (S): -0.048, atom 5 (C): -0.739, atom 6 (H): 0.295, atom 7 (H): 0.233, atom 8 (H): 0.278

=====

Number 1: molecular weight 120.19 u. Number 2: molecular weight 94.20 u. Number 3: molecular weight 374.39 u. Number 4: molecular weight 97.16 u. Number 5: molecular weight 408.39 u. Number 6: molecular weight 343.35 u. Number 7: molecular weight 89.16 u.